{"formula": "C5H15NO", "method": "ωB97M-V/def2-TZVPD", "relative_energy_kcal_mol": 32.47, "smiles": "CC[C@H](C)CN.O", "mol_weight_g_mol": 105.18, "multiplicity": 1, "lumo_ha": 0.023, "elements": ["C", "C", "C", "C", "C", "N", "H", "H", "H", "H", "H", "H", "H", "H", "H", "H", "H", "H", "H", "O", "H", "H"], "positions_angstrom": [[-2.54074, -0.39171, 0.30033], [-1.05094, -0.22812, 0.84657], [0.04301, -0.68891, -0.11791], [0.32629, -2.19035, -0.22661], [1.29951, 0.03128, 0.43964], [2.61717, -0.17168, -0.19752], [-3.04604, 0.48690, -0.06167], [-2.98902, -0.97493, 1.10154], [-2.45184, -1.11474, -0.51395], [-0.87855, -0.62879, 1.85157], [-0.91941, 0.85442, 0.94166], [-0.08123, -0.13024, -1.07983], [-0.58341, -2.78764, -0.20765], [0.82944, -2.57019, 0.67703], [0.92296, -2.44226, -1.10343], [1.35047, -0.10382, 1.55669], [1.09915, 1.10460, 0.44112], [3.20785, 0.02685, 0.60720], [2.85699, -1.14288, -0.37556], [-0.14825, 4.73846, -1.75598], [-0.01952, 4.36455, -0.88240], [0.15612, 3.95922, -2.24083]], "forces_ev_per_angstrom": [[2.30, -2.18, 0.82], [-1.17, 1.00, -1.15], [1.65, 1.42, 0.25], [-0.55, -0.02, 0.50], [-0.15, 0.09, 1.05], [-0.06, 0.04, 0.88], [-0.11, 0.32, 0.36], [-1.07, 0.53, -0.13], [-0.30, 0.15, -0.24], [-0.33, -0.25, -0.23], [0.19, -0.04, 0.23], [-0.39, -1.11, 0.25], [-0.26, 0.04, -0.54], [0.25, 0.42, -0.20], [-0.08, -0.02, 0.06], [0.00, -0.67, -0.69], [0.02, 0.16, -0.60], [0.63, 0.28, -0.54], [-0.57, -0.15, -0.08], [0.30, -0.84, -0.03], [-0.18, 0.48, 0.69], [-0.11, 0.35, -0.66]]}